# 1
# C55H45N2O3P2PdS

A molecular structure, C55H45N2O3P2PdS (the ωB97M-V functional and the def2-TZVPD basis, OMol25).

Calculated values
**⟨S²⟩**: 2.0696
**Relative energy (zero: lowest compared OMol25 entry of this formula, charge and spin)**: 0.112 eV
**Charge**: +1
**Spin multiplicity**: 3

Last column: Mulliken charge in e.
Positions of all 109 atoms, in Å:
Pd  -2.151  -0.012  1.357  -0.715
C  0.160  6.344  -2.376  -1.709
C  0.271  6.405  -0.834  2.237
C  0.383  7.887  -0.461  -2.546
C  1.520  5.643  -0.358  0.137
C  2.546  6.212  0.396  -0.099
C  3.599  5.459  0.908  -1.344
C  3.616  4.077  0.774  -0.574
C  2.600  3.476  0.038  -0.016
P  2.036  1.769  0.164  3.097
C  2.983  0.985  1.458  0.591
C  3.541  -0.277  1.243  -0.664
C  4.235  -0.906  2.263  -0.847
C  4.381  -0.281  3.491  -0.750
C  3.840  0.977  3.707  -1.012
C  3.139  1.614  2.698  -0.215
C  2.144  0.813  -1.323  0.103
C  1.489  -0.424  -1.319  -0.324
C  1.573  -1.226  -2.446  -1.085
C  2.296  -0.796  -3.554  -0.676
C  2.939  0.434  -3.548  -0.811
C  2.865  1.247  -2.428  -0.741
C  1.647  4.279  -0.585  -0.105
O  0.783  3.610  -1.403  -0.497
C  -0.976  4.345  0.242  2.879
C  -2.346  3.728  0.526  -0.787
C  -3.406  4.537  0.796  -0.117
C  -3.291  5.931  0.622  -1.826
C  -2.119  6.513  0.058  0.251
C  -1.001  5.791  -0.206  -0.734
P  -2.400  1.924  0.280  4.065
C  -3.223  1.601  -1.319  0.701
C  -3.001  0.376  -1.944  -0.513
C  -3.621  0.085  -3.147  -0.907
C  -4.466  1.018  -3.737  -0.723
C  -4.690  2.240  -3.121  -0.838
C  -4.069  2.532  -1.913  -0.355
C  -3.726  1.462  1.540  -1.507
C  -3.662  1.989  2.850  -0.355
C  -4.642  1.673  3.761  -0.925
C  -5.674  0.795  3.402  -0.671
C  -5.714  0.223  2.151  -1.037
C  -4.730  0.549  1.210  0.580
H  1.052  6.788  -2.820  0.497
H  -0.708  6.923  -2.694  0.390
H  0.061  5.333  -2.760  0.286
H  1.298  8.309  -0.877  0.512
H  0.379  8.044  0.618  0.468
H  -0.446  8.446  -0.890  0.523
H  2.532  7.273  0.605  0.497
H  4.382  5.953  1.466  0.454
H  4.381  3.485  1.256  0.711
H  3.430  -0.774  0.290  0.381
H  4.652  -1.890  2.099  0.454
H  4.917  -0.780  4.288  0.412
H  3.949  1.460  4.669  0.443
H  2.695  2.583  2.885  0.584
H  0.934  -0.750  -0.443  0.564
H  1.081  -2.189  -2.453  0.548
H  2.358  -1.428  -4.430  0.445
H  3.496  0.758  -4.416  0.444
H  3.355  2.213  -2.414  0.494
H  -4.359  4.110  1.087  0.609
H  -4.136  6.569  0.840  0.395
H  -2.150  7.571  -0.160  0.387
H  -2.343  -0.358  -1.483  0.367
H  -3.448  -0.869  -3.627  0.460
H  -4.950  0.792  -4.677  0.406
H  -5.346  2.966  -3.580  0.469
H  -4.240  3.487  -1.434  0.387
H  -2.851  2.657  3.120  0.388
H  -4.611  2.096  4.756  0.493
H  -6.449  0.565  4.121  0.567
H  -6.503  -0.470  1.891  0.495
H  -4.796  0.161  0.201  0.458
C  -5.512  -2.549  5.191  -1.446
C  -4.168  -2.350  4.547  0.721
C  -3.956  -2.686  3.214  -0.480
C  -2.708  -2.530  2.624  -0.655
C  -1.656  -2.012  3.376  -0.238
C  -1.846  -1.679  4.711  -0.373
C  -3.096  -1.845  5.281  -0.923
S  -0.056  -1.851  2.598  1.529
O  -0.131  -2.664  1.402  -0.853
O  0.954  -2.088  3.591  -0.734
N  -0.058  -0.322  2.025  -0.391
C  0.115  0.825  2.780  2.167
C  0.224  1.027  4.156  -1.248
C  0.230  2.330  4.669  -1.716
C  0.101  3.442  3.866  -0.796
C  0.040  3.278  2.459  0.713
C  -0.221  4.373  1.593  -1.260
C  -0.530  3.416  -0.899  -1.568
C  -0.624  1.989  -0.406  -1.536
N  0.428  1.777  0.581  1.822
C  0.168  1.979  1.970  -2.059
H  -6.087  -3.312  4.668  0.380
H  -6.093  -1.625  5.176  0.187
H  -5.409  -2.851  6.232  0.419
H  -4.767  -3.112  2.636  0.440
H  -2.522  -2.861  1.609  0.635
H  -1.015  -1.349  5.314  0.545
H  -3.235  -1.608  6.329  0.444
H  0.323  0.182  4.818  0.788
H  0.302  2.462  5.741  0.488
H  0.025  4.432  4.296  0.530
H  -0.186  5.361  2.036  0.447
H  -1.211  3.582  -1.739  0.837
H  -0.533  1.281  -1.229  0.578

# 2
# C36H27F9IrN5O11

A molecular structure, C36H27F9IrN5O11 (the ωB97M-V functional and the def2-TZVPD basis, OMol25).

Calculated values
**⟨S²⟩**: 0.7603
**Relative energy (zero: lowest compared OMol25 entry of this formula, charge and spin)**: 2.132 eV
**Charge**: -1
**Spin multiplicity**: 2

Last column: Mulliken charge in e.
Positions of all 89 atoms, in Å:
Ir  0.329  -0.134  -0.271  2.008
C  -6.287  3.571  -0.312  -0.558
O  -5.296  4.598  -0.274  -0.459
C  -4.004  4.242  -0.221  -0.028
C  -3.051  5.193  -0.315  -1.024
C  -1.661  4.872  -0.182  -0.502
C  -1.203  3.642  0.173  0.507
C  0.225  3.320  0.296  0.548
C  1.203  4.471  0.398  -2.304
O  0.691  2.189  0.304  -0.150
C  -2.204  2.616  0.468  0.058
O  -2.047  1.674  1.208  -0.518
C  -3.595  2.813  -0.145  0.798
H  -7.232  4.079  -0.481  0.329
H  -6.338  3.033  0.637  0.251
H  -6.099  2.866  -1.121  0.188
H  -3.354  6.215  -0.499  0.458
H  -0.945  5.662  -0.369  0.450
H  0.913  5.146  1.204  0.503
H  1.217  5.034  -0.537  0.425
H  2.197  4.073  0.584  0.231
H  -4.279  2.173  0.416  0.266
C  0.092  0.292  4.103  -1.256
C  0.092  -1.035  4.509  -0.714
C  0.201  -2.021  3.551  -0.828
C  0.303  -1.675  2.206  1.174
N  0.250  -0.381  1.824  0.484
C  0.159  0.569  2.753  -0.067
C  0.645  -2.615  1.142  -0.079
C  0.816  -3.983  1.344  -0.277
C  1.395  -4.758  0.359  -1.182
C  1.813  -4.163  -0.826  -1.305
C  1.568  -2.819  -1.064  0.022
C  0.946  -2.041  -0.101  1.266
H  0.049  1.102  4.818  0.486
H  0.030  -1.295  5.557  0.413
H  0.235  -3.062  3.837  0.412
H  0.155  1.586  2.406  0.336
H  0.496  -4.444  2.270  0.353
H  1.542  -5.818  0.523  0.354
H  2.323  -4.753  -1.578  0.433
H  1.875  -2.383  -2.004  0.743
C  -0.756  -2.410  -2.901  -1.145
C  -0.039  -1.137  -3.244  0.245
C  0.208  -0.731  -4.547  -1.408
C  0.867  0.506  -4.474  -1.197
C  0.997  0.818  -3.131  0.296
C  1.563  2.086  -2.583  -0.735
N  0.458  -0.199  -2.375  1.491
H  -0.259  -3.262  -3.371  0.410
H  -1.777  -2.379  -3.294  0.364
H  -0.795  -2.595  -1.833  -0.069
H  -0.078  -1.285  -5.429  0.492
H  1.212  1.119  -5.293  0.487
H  2.084  2.638  -3.363  0.554
H  2.237  1.874  -1.755  -0.193
H  0.755  2.711  -2.183  -0.085
F  2.963  -0.505  2.305  -0.200
C  3.891  -0.845  1.402  0.235
F  3.712  -2.137  1.117  -0.293
F  5.085  -0.760  2.028  -0.312
C  3.802  0.077  0.130  0.427
O  2.593  0.290  -0.356  -0.246
C  4.737  -0.550  -0.971  0.343
F  4.277  -1.728  -1.397  -0.170
F  6.008  -0.757  -0.567  -0.276
F  4.790  0.261  -2.035  -0.260
C  4.433  1.465  0.551  0.401
F  5.753  1.454  0.809  -0.274
F  4.244  2.370  -0.418  -0.253
F  3.830  1.944  1.656  -0.290
O  -6.912  -2.616  -3.316  -0.664
N  -6.378  -1.521  -3.259  1.065
O  -6.791  -0.538  -3.858  -0.670
C  -5.199  -1.374  -2.445  -1.023
C  -4.547  -0.148  -2.402  0.025
C  -3.369  -0.016  -1.712  -0.350
C  -2.768  -1.110  -0.944  0.591
O  -1.765  -0.992  -0.198  -0.210
C  -3.525  -2.343  -1.035  -0.425
C  -4.689  -2.459  -1.762  -0.505
N  -3.082  -3.549  -0.357  0.911
O  -1.976  -3.592  0.135  -0.446
O  -3.866  -4.493  -0.322  -0.749
N  -2.770  1.252  -1.715  0.196
O  -1.562  1.500  -1.627  -0.351
O  -3.612  2.361  -1.540  -0.342
H  -4.961  0.688  -2.946  0.700
H  -5.188  -3.415  -1.802  0.662

# 3
# C6H9N

C6H9N in the gas phase (the ωB97M-V functional and the def2-TZVPD basis, OMol25).

Calculated values
**SMILES string**: C=CCN1C=C1C
**Relative energy (zero: lowest compared OMol25 entry of this formula, charge and spin)**: 5.993 eV
**Charge**: 0
**Spin multiplicity**: 1

Last column: Mulliken charge in e.
Positions of all 16 atoms, in Å:
C  0.663  -0.506  -1.377  -0.745
C  0.238  0.764  -1.533  -0.150
C  -0.967  1.332  -0.926  -0.433
N  -0.704  0.884  0.723  -0.473
C  0.605  0.876  1.238  -0.127
C  0.251  -0.322  0.899  0.378
C  -0.223  -1.608  1.407  -1.054
H  0.051  -1.333  -1.182  0.349
H  1.629  -0.752  -1.696  0.292
H  0.989  1.576  -1.707  0.193
H  -0.953  2.399  -0.937  0.271
H  -1.902  0.809  -1.136  0.310
H  1.498  1.418  1.489  0.310
H  -0.638  -1.246  2.361  0.316
H  0.578  -2.293  1.645  0.265
H  -1.113  -2.001  0.733  0.297

Values for energy, Ha, ordered as above
-3666.59921 -3492.37674 -288.56182
Values for max |F|, eV/Å, ordered as above
1.0 3.4 3.0
Values for molar mass, g/mol, ordered as above
982.4 1068.8 95.1